(1)
102
Properties=species:S:1:pos:R:3:forces:R:3 method="wB97M-V/def2-TZVPD" orbital_gap_ev="6.112 / 5.581" lumo_ha="-0.0129 / -0.0171" multiplicity=4
Co 0.58180 -0.86915 0.20828 -0.1 0.3 0.8
C 4.11924 -6.02442 -2.01710 0.0 0.1 0.0
C 3.35162 -5.09367 -1.10848 0.1 -0.1 0.0
C 3.95226 -4.51942 0.01469 0.0 0.0 0.1
C 3.26812 -3.63558 0.82798 0.0 -0.1 0.0
C 1.92940 -3.27012 0.58465 -0.2 0.1 0.3
N 1.26594 -2.31629 1.35826 0.3 -0.7 0.1
C 1.31791 -2.42239 2.72896 0.1 0.2 -0.2
C 1.45585 -3.65294 3.40576 0.0 0.1 0.1
C 1.44968 -3.73007 4.78717 0.0 -0.1 -0.1
C 1.29267 -2.60030 5.59063 0.0 -0.1 0.1
C 1.26180 -2.69780 7.09884 0.0 0.0 -0.1
C 1.15491 -1.38510 4.93909 0.0 0.1 0.0
C 1.17114 -1.28521 3.55163 0.0 0.1 -0.1
N 1.05965 0.02554 2.94711 0.1 -0.1 0.1
C 1.96614 0.99845 3.35285 -0.1 -0.1 0.0
C 1.77464 2.32544 3.18875 0.1 0.0 0.0
C 0.71128 2.83530 2.35618 -0.3 0.2 0.2
N -0.27773 0.43653 2.70837 0.0 0.1 -0.1
C 1.33482 -3.88090 -0.53398 -0.2 0.2 -0.1
C 2.03882 -4.74713 -1.36647 -0.2 0.0 -0.1
N -0.03280 -3.61334 -0.87063 0.1 0.0 0.2
C -0.95796 -4.51377 -1.27725 0.1 0.0 0.0
C -2.12569 -3.82871 -1.51120 -0.1 0.1 0.1
C -1.81658 -2.49425 -1.19650 0.0 0.0 -0.1
N -0.55218 -2.36854 -0.81425 -0.1 -0.1 -0.2
H 4.66495 -6.77408 -1.44174 0.0 0.0 0.0
H 4.85430 -5.47740 -2.61492 0.0 0.0 0.0
H 3.45411 -6.54609 -2.70706 0.0 0.0 0.0
H 4.98726 -4.76312 0.24152 -0.1 0.0 0.0
H 3.75673 -3.19095 1.68805 0.0 0.0 -0.1
H 1.56392 -4.55623 2.81828 0.0 0.0 0.0
H 1.55712 -4.70392 5.26092 0.0 0.1 -0.1
H 1.94428 -3.47205 7.45599 0.0 0.0 0.0
H 0.26296 -2.94882 7.46852 0.0 0.0 0.0
H 1.55460 -1.75266 7.55977 0.0 0.0 0.0
H 1.04184 -0.47257 5.52411 0.0 -0.1 -0.1
H 2.82329 0.60301 3.88463 -0.1 0.0 0.0
H 2.37768 3.01934 3.77107 0.0 -0.1 -0.1
H -0.17274 2.79112 0.42424 0.0 0.0 0.0
H 1.53199 -5.16275 -2.23591 0.1 0.1 0.1
H -0.72232 -5.56577 -1.35264 0.0 0.2 0.0
H -3.07102 -4.23444 -1.83614 0.1 0.1 0.0
H -2.45539 -1.62183 -1.23680 0.1 -0.1 0.0
N 0.96158 -1.43949 -6.40909 0.1 -0.1 0.0
C 0.34338 -1.41316 -7.64150 0.0 0.0 0.1
C 0.60351 -2.06382 -8.84461 0.0 0.0 0.0
C -0.24715 -1.78255 -9.89602 0.0 0.0 0.0
C -1.31876 -0.88225 -9.75365 0.0 0.0 0.0
C -1.56518 -0.24021 -8.55619 -0.1 0.0 0.0
C -0.71617 -0.51192 -7.48210 -0.1 0.1 0.0
N -0.73224 -0.01264 -6.18819 -0.1 0.0 -0.1
C 0.27249 -0.58470 -5.58730 0.0 0.0 0.0
C 0.63699 -0.35514 -4.18177 0.0 0.0 -0.1
C -0.02477 0.62936 -3.45314 -0.1 0.2 -0.1
C 0.28345 0.79663 -2.11909 0.1 -0.1 0.0
N 1.17715 0.03566 -1.45907 -0.2 0.2 -0.7
C 1.88960 -0.83130 -2.19733 0.0 0.1 0.2
C 1.63619 -1.06885 -3.53384 0.1 -0.1 -0.2
H 1.77262 -1.97581 -6.16195 0.0 0.0 0.0
H 1.42813 -2.75871 -8.95716 -0.1 0.1 0.0
H -0.08566 -2.26439 -10.85240 0.0 0.0 0.0
H -1.96170 -0.69195 -10.60485 0.0 0.0 0.0
H -2.38840 0.45546 -8.43866 0.1 -0.1 0.0
H -0.77873 1.23949 -3.93690 0.1 -0.1 0.1
H -0.20767 1.56605 -1.53343 0.0 -0.1 0.0
H 2.66910 -1.37011 -1.67528 0.0 -0.1 0.1
H 2.21902 -1.82702 -4.04348 0.0 0.0 0.1
N -2.17516 9.95827 2.46021 0.1 -0.2 0.0
C -1.88239 8.84880 2.55288 0.0 -0.1 0.0
C -1.51376 7.45816 2.67042 0.0 0.2 0.0
C -2.33364 6.56335 3.35092 -0.2 0.0 0.1
C -1.98104 5.23212 3.47111 0.0 0.1 0.1
C -0.78042 4.76514 2.92663 -0.1 -0.2 -0.2
C 0.04148 5.66889 2.23727 0.0 -0.2 0.0
C -0.32376 6.99417 2.11074 0.0 0.0 0.0
N -0.41722 3.42159 3.03033 0.3 0.1 0.1
C -1.00965 2.51251 3.90270 -0.1 0.2 -0.1
C -0.88177 1.18613 3.78763 0.0 -0.1 -0.2
N -0.41256 0.89816 1.35638 -0.2 -0.1 0.2
C 0.39042 2.13975 1.09350 0.0 0.0 -0.1
H -3.27165 6.91339 3.76654 0.1 0.0 0.0
H -2.65766 4.54869 3.96654 0.0 0.1 0.0
H 0.96864 5.30820 1.81048 0.0 0.0 0.0
H 0.31615 7.68516 1.57824 0.0 0.0 0.0
H -1.61243 2.91468 4.70936 0.1 0.0 0.0
H -1.30226 0.55795 4.56337 0.1 0.0 0.0
H 1.31261 1.83579 0.59864 0.0 0.0 -0.1
F -5.19281 5.37237 1.49135 -0.1 0.1 0.0
C -4.39099 4.30350 1.35544 0.0 -0.1 -0.1
C -4.49250 3.27350 2.26805 -0.1 -0.1 0.1
C -3.64749 2.18198 2.13315 0.0 0.0 0.1
C -2.71468 2.10880 1.10138 0.0 0.0 0.1
C -1.83961 0.88360 0.93168 0.1 0.0 -0.1
C -2.67897 3.15107 0.17818 0.0 0.1 -0.1
C -3.50195 4.26408 0.30301 0.1 0.0 -0.1
H -5.22408 3.33265 3.06614 0.1 0.0 -0.1
H -3.71361 1.36998 2.84853 0.0 0.0 0.0
H -1.84035 0.61996 -0.12774 0.0 0.0 0.0
H -2.28667 0.04965 1.46721 0.0 -0.1 0.0
H -2.00307 3.10293 -0.67277 -0.1 0.0 0.1
H -3.46225 5.08345 -0.40570 0.0 -0.1 0.1


(2)
19
Properties=species:S:1:pos:R:3:forces:R:3 method="wB97M-V/def2-TZVPD" de_lowest_ev=0.1962 orbital_gap_ev=12.460 lumo_ha=0.0390 smiles=CCC.CC
C 2.59686 0.12871 -0.64256 1.0 -0.3 0.1
C 2.94790 -1.30273 -0.17490 -0.1 0.8 -0.4
H 2.76234 0.83855 0.16831 -0.3 0.0 0.1
H 3.31153 0.42857 -1.41355 -0.2 0.1 -0.1
H 1.58843 0.22414 -1.02859 -0.1 0.0 0.0
H 3.86422 -1.27371 0.41275 -0.1 -0.1 0.3
H 2.10891 -1.68667 0.39900 0.2 -0.4 0.1
H 3.17669 -1.94328 -1.02534 -0.3 -0.1 0.0
C -1.70522 -0.01179 0.26404 0.1 -0.4 0.4
C -2.30496 0.55834 -1.00881 0.9 0.0 0.0
C -2.06751 0.68154 1.57456 0.2 -0.7 0.7
H -1.98760 -1.06696 0.33916 -0.2 0.1 0.1
H -0.61355 -0.06020 0.23503 0.1 0.2 -0.3
H -1.85760 1.52657 -1.24644 -0.4 0.2 0.1
H -3.13303 0.72552 1.80538 -0.1 0.3 -0.4
H -3.38223 0.60909 -0.90785 -0.2 0.2 -0.2
H -2.03717 -0.07693 -1.85628 -0.2 -0.1 0.0
H -1.67519 0.05056 2.38361 0.1 0.1 0.0
H -1.59281 1.65067 1.72249 -0.2 0.2 -0.3


(3)
148
Properties=species:S:1:pos:R:3:forces:R:3 method="wB97M-V/def2-TZVPD" orbital_gap_ev=6.122 lumo_ha=-0.0738
C 5.31228 -2.37432 5.52007 -0.8 -1.7 0.3
C 4.94267 -2.63183 3.94607 -1.1 -0.2 0.9
P 4.72790 -1.01838 2.90541 1.5 -0.9 -1.0
C 5.98031 0.18814 3.63890 1.8 1.8 0.1
C 6.92244 0.73454 2.36896 1.1 -0.6 0.2
C 2.90365 -0.38691 2.94324 -0.9 -0.8 1.2
C 2.03751 -1.73376 2.45764 -0.7 -0.2 2.5
O 2.82248 -2.62983 1.56785 -3.1 -3.0 -0.5
C 2.12884 -3.91329 1.35200 0.1 -0.9 -1.0
F 2.86124 -4.69513 0.29204 -2.5 2.9 3.9
F 2.09051 -4.76850 2.57178 0.0 2.9 -4.0
F 0.73131 -3.77181 0.83929 4.6 -0.4 1.9
C 2.49191 -0.19663 4.52870 -2.0 -1.9 0.0
C 0.87317 -0.10084 4.81172 -1.1 0.0 1.4
C 0.45849 -1.29528 5.90696 0.1 0.1 0.0
C -1.15751 -1.54338 6.01855 -3.4 3.4 0.1
O -2.04947 -0.54975 6.02766 5.5 -5.9 0.1
N -1.60279 -3.01345 6.16926 -0.4 1.7 -2.3
C -1.88328 -3.64081 4.81991 -0.6 -2.5 -3.4
C -2.08481 -2.81879 3.41546 -0.3 -3.4 -0.4
C -2.44038 -3.58266 1.98040 0.6 -2.5 4.0
C -2.59470 -5.23053 1.97028 0.9 2.5 2.8
C -2.34856 -6.09495 3.35768 0.1 4.4 0.2
C -1.99295 -5.30903 4.78485 -0.7 1.5 -3.9
O 3.21732 0.85028 5.24722 -1.0 1.3 -2.6
S 3.00882 2.40175 4.58645 1.7 7.3 5.9
O 4.24928 3.22751 5.12483 -3.8 -4.1 -2.7
O 1.78425 3.19088 5.09474 3.1 -4.1 -2.5
C 3.25403 2.30760 2.75169 1.6 -1.2 -2.2
Cl 2.85815 3.88934 1.80766 0.2 -2.1 1.6
C 2.63500 0.94088 2.00173 0.0 1.1 1.0
Cl 3.83616 0.80712 0.54442 -1.8 0.3 0.8
C 1.08747 1.24178 1.61156 -3.8 -1.7 -4.0
Cl -0.09237 2.34290 2.61505 2.5 -1.5 -1.1
C 0.33567 0.65649 0.42738 2.9 0.7 2.8
C 0.99201 -0.39203 -0.61385 -1.3 0.0 -1.2
Cl -1.47436 1.07782 0.06251 3.1 -0.7 0.7
H 5.07736 -1.29450 5.91121 0.8 -2.2 -1.0
H 6.41869 -2.72561 5.68061 -2.3 1.1 -0.1
H 4.63195 -3.12474 6.15047 1.5 1.6 -1.2
H 5.78771 -3.26450 3.41581 -1.8 1.4 1.0
H 3.91923 -3.23958 3.86179 2.4 1.2 0.1
H 5.56384 1.15091 4.15021 0.6 -1.9 -0.7
H 6.76607 -0.27799 4.40212 -2.3 0.7 -1.7
H 6.69360 1.84315 2.07369 0.3 -2.2 0.3
H 6.87856 -0.02045 1.44618 -0.2 1.9 1.9
H 8.06377 0.70608 2.71819 -2.5 0.2 -0.7
H 1.87998 -2.37513 3.45371 0.2 1.5 -2.1
H 0.96553 -1.48938 2.07365 2.2 -0.3 0.2
H 2.81869 -1.22197 5.05026 -0.4 2.5 -1.1
H 0.54483 0.91188 5.35196 1.0 -2.1 -1.4
H 0.19804 -0.18870 3.86206 1.5 0.0 1.7
H 1.00566 -2.30427 5.65791 -1.3 1.8 0.4
H 0.86929 -0.94829 6.97092 -1.1 -0.8 -2.2
H -2.48039 -3.06705 6.73576 0.9 0.4 -0.7
H -1.98746 -1.64756 3.35577 -0.3 -2.6 0.4
H -2.57764 -2.91288 1.00799 0.3 -1.7 2.4
H -2.88596 -5.72660 0.92489 0.8 1.0 2.8
H -2.45699 -7.26815 3.33822 0.3 2.7 0.1
H -1.83413 -5.98821 5.73910 -0.3 1.8 -2.1
H 4.44106 2.24074 2.61390 -2.8 0.0 0.7
H 1.31686 0.18686 -1.60624 -0.7 -1.2 2.3
H 0.12778 -1.13916 -0.96065 1.8 1.7 0.8
H 1.86696 -1.05648 -0.24206 -1.5 1.6 -0.3
C -1.96379 2.24136 -3.67203 0.4 -0.3 0.0
C -3.03521 2.60968 -4.37709 -0.9 1.4 1.1
C -3.34065 1.99457 -5.69845 0.0 -0.4 -0.7
O -4.34280 2.33989 -6.31447 0.7 -0.4 0.6
C -2.40758 0.98382 -6.22031 -0.4 0.3 0.0
C -1.33436 0.61815 -5.51666 0.8 -1.3 -1.1
C -1.04427 1.21328 -4.18331 0.4 0.3 1.0
O -0.05997 0.84355 -3.55196 -0.6 0.0 -0.7
O -0.45185 -0.32919 -6.00236 -0.8 1.4 1.4
O -3.90259 3.57722 -3.90419 0.9 -1.4 -1.3
H -1.73103 2.67858 -2.70923 0.0 0.0 0.0
H -2.63176 0.55776 -7.18982 0.0 0.0 0.0
H 0.23903 -0.42110 -5.31045 -0.2 0.0 -0.3
H -4.59663 3.66469 -4.59335 0.2 0.1 0.5
C -8.37888 4.64756 -4.85614 -0.2 0.3 0.0
C -7.39808 4.01486 -5.50301 0.5 -1.2 1.2
C -7.03710 4.37364 -6.90251 0.6 0.0 -1.1
O -6.11863 3.78742 -7.46446 -1.0 0.6 0.5
C -7.81502 5.43212 -7.56513 0.2 -0.2 0.1
C -8.79805 6.06230 -6.91926 -0.7 1.2 -1.3
C -9.14042 5.72235 -5.51094 -0.5 0.1 1.0
O -10.03703 6.33182 -4.93754 0.6 -0.3 -0.7
O -9.53494 7.05614 -7.53690 0.5 -1.2 1.5
O -6.67964 3.00182 -4.89496 -0.7 1.4 -1.3
H -8.65027 4.39847 -3.83799 0.0 0.0 -0.1
H -7.55403 5.67069 -8.58822 0.0 0.0 0.1
H -10.18354 7.35668 -6.86348 0.3 -0.1 -0.3
H -6.02715 2.70552 -5.56633 0.0 -0.1 -0.1
C -1.92865 2.52905 -11.57814 0.3 -0.1 -0.3
C -2.13735 2.78515 -10.28525 -2.0 0.1 0.2
C -1.00249 2.92371 -9.33103 0.6 0.1 0.8
O -1.22469 3.17796 -8.15247 -0.2 -0.2 -0.7
C 0.36158 2.74166 -9.85136 -0.3 0.1 0.3
C 0.56988 2.48214 -11.14361 1.9 -0.2 -0.2
C -0.56338 2.37104 -12.10252 -0.6 -0.2 -1.0
O -0.33934 2.14996 -13.28788 0.2 0.1 0.9
O 1.84909 2.30722 -11.63881 -2.0 0.1 -0.1
O -3.41789 2.93233 -9.78457 2.2 -0.1 0.0
H -2.74416 2.42804 -12.28316 0.1 0.0 0.0
H 1.17622 2.82732 -9.14371 0.0 0.0 0.0
H 1.73565 2.13259 -12.59857 0.0 0.1 0.4
H -3.30407 3.11292 -8.82608 -0.2 0.0 -0.3
C -0.48093 -2.52537 -8.35121 0.3 0.1 0.1
C -1.28171 -3.27884 -9.10735 -1.6 0.7 0.3
C -0.74010 -4.38650 -9.94246 0.0 -0.8 -0.7
O -1.50287 -5.07388 -10.61231 0.3 0.7 0.6
C 0.71404 -4.61002 -9.93184 -0.4 -0.1 -0.1
C 1.51501 -3.85420 -9.17830 1.7 -0.7 -0.4
C 0.97017 -2.76485 -8.32238 -0.1 0.8 0.7
O 1.72946 -2.09894 -7.62653 -0.2 -0.6 -0.6
O 2.88281 -4.05705 -9.16567 -1.7 0.9 0.5
O -2.64633 -3.05801 -9.14161 1.7 -0.9 -0.5
H -0.86146 -1.71846 -7.73768 0.1 -0.1 0.0
H 1.09638 -5.40670 -10.55702 0.0 0.0 0.0
H 3.24023 -3.38650 -8.54349 -0.1 -0.3 -0.3
H -3.00430 -3.73243 -9.75911 0.1 0.3 0.2
C 10.24725 -0.30804 8.35650 0.0 0.1 0.3
C 9.52314 -0.63814 7.28532 1.3 -0.5 -1.2
C 8.03771 -0.53285 7.29326 -0.8 0.1 0.0
O 7.40055 -0.82533 6.28753 1.1 0.4 0.8
C 7.38562 -0.07871 8.53146 0.0 -0.2 -0.5
C 8.10971 0.24803 9.60364 -1.3 0.5 1.4
C 9.59618 0.16899 9.58630 1.1 0.1 0.4
O 10.23542 0.49359 10.58137 -0.8 -0.2 -0.6
O 7.50320 0.67299 10.77144 1.5 -0.5 -1.3
O 10.12789 -1.08981 6.12671 -1.5 0.5 1.1
H 11.32772 -0.37764 8.36375 -0.1 0.0 0.0
H 6.30455 -0.02379 8.52945 0.1 0.0 0.0
H 8.23857 0.84972 11.39793 -0.3 -0.1 -0.2
H 9.39288 -1.26075 5.49836 0.3 0.1 0.3
C -4.78704 0.19972 7.98445 0.0 0.3 0.0
C -5.56683 -0.87629 8.10635 1.1 -1.1 0.5
C -7.01989 -0.81903 7.78549 -0.9 -0.3 -0.1
O -7.70721 -1.82892 7.88901 0.7 0.5 0.0
C -7.58020 0.47134 7.35467 0.0 -0.4 0.1
C -6.80092 1.54806 7.23617 -1.2 1.4 -0.6
C -5.34306 1.48372 7.53048 1.1 0.4 0.1
O -4.64905 2.48575 7.39465 -0.8 -0.6 0.0
O -7.32146 2.76454 6.83440 1.4 -1.3 0.6
O -5.05186 -2.08591 8.53501 -1.3 1.1 -0.6
H -3.72889 0.17166 8.21215 -0.1 0.0 -0.1
H -8.64105 0.50336 7.14183 0.1 0.0 0.0
H -6.55944 3.38400 6.82493 -0.3 -0.3 0.0
H -5.81269 -2.70673 8.53865 0.3 0.3 0.0


(4)
22
Properties=species:S:1:pos:R:3:forces:R:3 method="wB97M-V/def2-TZVPD" total_charge=+1 de_lowest_ev=4.2452 orbital_gap_ev=8.145 lumo_ha=-0.1325
C -3.45336 -0.49047 0.28795 -3.0 -0.8 -1.5
C -2.67970 -1.00118 -0.79423 -1.4 -0.6 -0.5
C -2.93839 0.13414 1.37609 1.9 0.6 0.5
C -1.30301 -0.80789 -0.77725 -1.0 -1.9 -1.1
C -1.55288 0.24909 1.41220 -0.1 -0.6 0.8
C -0.82400 -0.26785 0.39906 2.4 -0.1 -0.6
C 3.28035 1.10958 0.17010 -2.7 -1.4 1.8
C 2.43707 -0.18301 -0.17996 0.2 0.2 1.2
N 1.87877 0.11419 -1.49990 3.2 -3.6 -1.2
S 0.85875 -0.81439 0.78021 1.1 0.1 -1.2
H -4.58807 -0.61193 0.24074 1.8 -0.1 0.0
H -3.22622 -1.68753 -1.56707 1.3 1.7 1.3
H -3.37447 0.47784 2.29011 -1.2 0.0 -0.1
H -0.69581 -1.37149 -1.56178 -0.6 1.0 1.3
H -1.01323 0.44143 2.32364 -0.2 0.6 0.3
H 3.01127 1.98577 -0.39695 -0.2 0.6 -0.2
H 3.18868 1.32199 1.25862 0.1 0.0 -0.7
H 4.27963 0.83580 0.00405 1.4 -0.3 -0.3
H 2.75385 0.06963 -2.07080 -1.0 -0.6 -0.3
H 1.65927 1.01828 -1.62056 -2.1 4.5 -0.4
H 1.15658 -0.52020 -1.82089 0.1 -0.1 -0.4
H 1.14491 -0.00179 1.74662 0.1 0.7 1.4


What did the fourth record say?
22
Properties=species:S:1:pos:R:3:forces:R:3 method="wB97M-V/def2-TZVPD" total_charge=+1 de_lowest_ev=4.2452 orbital_gap_ev=8.145 lumo_ha=-0.1325
C -3.45336 -0.49047 0.28795 -3.0 -0.8 -1.5
C -2.67970 -1.00118 -0.79423 -1.4 -0.6 -0.5
C -2.93839 0.13414 1.37609 1.9 0.6 0.5
C -1.30301 -0.80789 -0.77725 -1.0 -1.9 -1.1
C -1.55288 0.24909 1.41220 -0.1 -0.6 0.8
C -0.82400 -0.26785 0.39906 2.4 -0.1 -0.6
C 3.28035 1.10958 0.17010 -2.7 -1.4 1.8
C 2.43707 -0.18301 -0.17996 0.2 0.2 1.2
N 1.87877 0.11419 -1.49990 3.2 -3.6 -1.2
S 0.85875 -0.81439 0.78021 1.1 0.1 -1.2
H -4.58807 -0.61193 0.24074 1.8 -0.1 0.0
H -3.22622 -1.68753 -1.56707 1.3 1.7 1.3
H -3.37447 0.47784 2.29011 -1.2 0.0 -0.1
H -0.69581 -1.37149 -1.56178 -0.6 1.0 1.3
H -1.01323 0.44143 2.32364 -0.2 0.6 0.3
H 3.01127 1.98577 -0.39695 -0.2 0.6 -0.2
H 3.18868 1.32199 1.25862 0.1 0.0 -0.7
H 4.27963 0.83580 0.00405 1.4 -0.3 -0.3
H 2.75385 0.06963 -2.07080 -1.0 -0.6 -0.3
H 1.65927 1.01828 -1.62056 -2.1 4.5 -0.4
H 1.15658 -0.52020 -1.82089 0.1 -0.1 -0.4
H 1.14491 -0.00179 1.74662 0.1 0.7 1.4